No. 1
ORCA calculation (wB97M-V/def2-TZVPD) on C12H17N2P as an isolated structure.

Last column: Löwdin charge in e.
CARTESIAN COORDINATES (ANGSTROEM)
C (0.0058, 0.2028, 0.4145)  0.014
C (0.8593, -1.5691, 0.4771)  -0.400
C (2.0980, -0.0591, -0.5305)  -0.283
C (3.0994, 0.4964, -1.3215)  -0.010
C (3.0588, 1.7269, -1.8592)  -0.120
C (1.9106, 2.4529, -1.6919)  -0.086
C (0.8528, 1.9161, -1.0396)  -0.046
C (-1.8119, -0.6262, 1.7673)  -0.081
C (-2.3361, 0.8045, -0.3411)  -0.050
C (-1.4354, 1.8518, 1.8266)  -0.039
C (-0.2996, -3.7489, -0.5793)  -0.264
C (-1.4345, 0.5751, 0.8787)  -0.531
N (1.9389, -1.2661, -0.1022)  0.039
N (0.9357, 0.7206, -0.3660)  -0.008
P (0.4323, -3.1515, 1.1474)  0.861
H (3.9667, -0.0058, -1.4971)  0.088
H (3.8708, 2.0693, -2.4657)  0.102
H (1.7713, 3.5263, -2.1234)  0.147
H (-0.1125, 2.3149, -0.9526)  0.090
H (-2.7256, -0.4988, 2.2797)  0.069
H (-2.0224, -1.3785, 0.9685)  0.080
H (-1.0949, -0.8926, 2.4394)  0.032
H (-2.4240, -0.0633, -1.0470)  0.105
H (-3.3564, 1.0397, -0.0220)  0.091
H (-1.9705, 1.6534, -0.8024)  0.026
H (-0.3736, 2.0003, 2.1109)  0.079
H (-1.4598, 2.7543, 1.1181)  0.086
H (-2.1842, 1.9426, 2.6416)  0.087
H (0.2880, -3.2879, -1.2884)  -0.015
H (-1.1676, -3.0680, -0.6654)  0.016
H (-0.5909, -4.7673, -0.4560)  0.009
H (1.7116, -3.6649, 1.0817)  -0.088

Calculated values
- Max |F|: 5.89 eV/A
- HOMO-LUMO gap (alpha / beta): 7.552 / 7.552 eV
- E: -24983.9155 eV
- Net charge: 0
- E_HOMO (alpha / beta): -6.940 / -6.940 eV
- Relative energy (zero: lowest compared OMol25 entry of this formula, charge and spin): 346.1 kJ/mol



No. 2
ORCA calculation (wB97M-V/def2-TZVPD) on a 2-piece molecular cluster, C3H10NO3 overall.

Last column: Löwdin charge in e.
CARTESIAN COORDINATES (ANGSTROEM)
C (-1.3095, 0.6733, 0.4615)  -0.482
O (-1.6623, 1.9440, 0.1989)  -0.364
C (0.0187, 0.1656, -0.2783)  -0.356
C (0.7271, 1.3341, -0.9832)  -0.242
O (0.8360, 1.1533, -2.4107)  -0.109
N (0.8638, -0.5725, 0.6800)  -0.006
H (-2.0775, -0.0638, 0.1408)  0.073
H (-1.0974, 0.4821, 1.5483)  0.073
H (-0.2750, -0.5066, -1.0929)  0.120
H (0.1145, 2.2032, -0.7708)  0.079
H (1.7389, 1.4852, -0.6033)  0.103
H (-0.0794, 1.1364, -2.7098)  0.072
H (1.6873, -0.9528, 0.2215)  0.062
H (1.2274, 0.1167, 1.3292)  0.066
H (0.2789, -2.7198, 0.8689)  -0.008
H (-0.5775, -2.6538, 2.0796)  0.020
O (-0.4143, -3.2247, 1.3203)  -0.102

Calculated values
- Max |F|: 0.56 eV/A
- HOMO-LUMO gap: 6.625 eV
- E: -10905.1568 eV
- Net charge: -1
- E_HOMO: -2.655 eV
- Relative energy (zero: lowest compared OMol25 entry of this formula, charge and spin): 79.7 kJ/mol



No. 3
ORCA calculation (wB97M-V/def2-TZVPD) on C7H8O as an isolated structure.

Last column: Löwdin charge in e.
CARTESIAN COORDINATES (ANGSTROEM)
C (-0.0142, -1.6117, 0.9111)  -0.048
C (-0.0823, -0.4298, 0.0153)  -0.559
C (0.9417, -0.7105, -1.0529)  -0.211
C (-1.2944, 0.1656, -0.4537)  -0.026
C (-1.3036, 1.5499, -0.0699)  -0.048
C (0.0273, 1.9749, 0.3774)  -0.106
C (0.7541, 0.8585, 0.4684)  -0.071
H (1.0145, -1.4179, 1.5835)  0.138
H (-0.8482, -1.8142, 1.6410)  0.078
H (0.1205, -2.5772, -0.0616)  0.191
H (1.2296, -0.0033, -1.8258)  0.139
H (-2.2006, -0.3157, -0.8308)  0.114
H (-1.9907, 2.4179, -0.4342)  0.126
H (0.2770, 3.0713, 0.4737)  0.123
H (1.9704, 0.7071, 0.5325)  0.179
O (1.3989, -1.8649, -1.2741)  -0.019

Calculated values
- Max |F|: 5.64 eV/A
- HOMO-LUMO gap: 9.316 eV
- E: -9431.5500 eV
- Net charge: 0
- E_HOMO: -8.882 eV
- Relative energy (zero: lowest compared OMol25 entry of this formula, charge and spin): 452.7 kJ/mol